No. 1
Computed, not measured: 2 unconnected molecules or ions with the total composition C5H13N2O at a distorted geometry, with ωB97M-V with the def2-TZVPD basis set.

Cartesian coordinates (Å):
C -2.37097 0.01283 -0.23996
C -3.81588 0.24616 0.14943
C 2.71105 0.49610 -1.02570
C 0.89132 0.61808 0.47697
C 2.33897 -1.22548 0.77893
N -1.38807 0.29161 0.50618
N 1.96398 0.01758 0.07103
O -2.31369 -0.56575 -1.40417
H -4.31070 0.54097 -0.84066
H -3.79751 1.11389 0.72324
H -4.18451 -0.64029 0.77417
H 2.80736 -0.23915 -1.82296
H 2.19593 1.34976 -1.55151
H 3.79031 0.62073 -0.76730
H 0.66976 0.26041 1.42189
H 0.44352 1.62893 0.12919
H -1.38181 -0.63716 -1.65680
H 2.57607 -1.93661 0.01693
H 3.21446 -1.13590 1.45174
H 1.51131 -1.41906 1.40202
H -1.55088 0.60237 1.40735

Cartesian forces (eV/Å) of the 2 atoms listed first:
-2.335 0.171 2.126
0.178 -1.198 -1.601

The calculation puts the energy at -10415.225 eV. The charge is +1. Its HOMO-LUMO gap is 10.198 eV. The molecular weight is 117.17 g mol⁻¹.

natural (NBO) atomic charge list, values in e, 2 entries: 0.647 -0.699

=====

No. 2
Computed, not measured: a molecular structure, C5H13N2O at a distorted geometry, with ωB97M-V with the def2-TZVPD basis set.

Cartesian coordinates (Å):
O -1.53575 -0.34020 1.92495
C -1.50864 -0.37002 0.74929
N -1.17877 -0.46953 -0.45411
C -3.90503 -1.89473 0.53274
C 1.67359 0.49822 -0.23406
N 2.79243 1.07064 -0.89239
C 2.29707 2.18761 -1.66294
C 2.13849 -0.50402 0.87646
H -3.57938 -2.24420 1.51368
H -4.58816 -2.57913 0.03928
H -4.33003 -0.89919 0.56739
H -2.97437 -1.83788 -0.03875
H 1.04950 -0.04198 -0.97754
H -0.69373 0.52229 0.14235
H 0.99351 1.25216 0.19961
H 3.03077 2.50810 -2.40155
H 1.34118 2.07372 -2.20146
H 2.15333 3.08570 -1.01444
H 2.68048 0.17660 1.53784
H 2.84663 -1.21690 0.43312
H 1.29686 -0.97727 1.36054

Cartesian forces (eV/Å) of the 2 atoms listed first:
-0.977 0.016 -0.976
0.585 -1.828 1.898

The calculation puts the energy at -10409.908 eV. The charge is +1. Its HOMO-LUMO gap is 5.694 eV. The molecular weight is 117.17 g mol⁻¹.

natural (NBO) atomic charge list, values in e, 2 entries: -0.474 0.693

=====

No. 3
Computed, not measured: a gas-phase ion, C5H13N2O (charge +1) at a distorted geometry, with ωB97M-V with the def2-TZVPD basis set.

Cartesian coordinates (Å):
C 0.61615 1.85145 -2.03654
C 0.87057 1.35031 -0.60747
C -0.05632 0.12655 -0.50628
C 0.16918 -0.64989 0.78020
N -0.10577 0.35093 1.96010
C -0.74152 -1.85139 0.98131
N -0.85357 -2.85006 0.00608
O -1.36658 -1.91727 2.05197
H 1.06789 2.85930 -2.11743
H -0.46981 1.96568 -2.27980
H 1.04851 1.08866 -2.60138
H 0.63608 2.14297 0.06960
H 1.95358 1.01496 -0.46696
H -1.10839 0.47573 -0.55681
H 0.00010 -0.51380 -1.42416
H 1.31508 -0.83473 0.94620
H -0.09292 1.31911 1.67210
H -1.17616 0.23473 2.20024
H 0.38765 0.17327 2.74277
H -1.43061 -3.65420 0.11367
H -0.66315 -2.68232 -0.92738

Cartesian forces (eV/Å) of the 2 atoms listed first:
-0.451 2.020 1.501
0.255 -1.432 -1.366

The calculation puts the energy at -10416.748 eV. As for the SMILES: CCC[C@@H]([NH3+])C(N)=O. The charge is +1. Its HOMO-LUMO gap is 11.203 eV. The molecular weight is 117.17 g mol⁻¹.

natural (NBO) atomic charge list, values in e, 2 entries: -0.596 -0.406

=====

No. 4
Computed, not measured: a gas-phase ion, C5H13N2O (charge +1) at a distorted geometry, with ωB97M-V with the def2-TZVPD basis set.

Cartesian coordinates (Å):
C 1.87205 -0.40136 -1.92107
C 2.25459 0.47832 -0.72887
N 1.65275 -0.01473 0.54876
C 0.33951 -0.28629 0.69253
O -0.12872 -1.38466 0.94272
C -0.65111 0.82888 0.37239
N -1.96448 0.37458 0.85242
C -3.04585 0.26879 -0.18921
H 2.34826 -0.09542 -2.85073
H 0.79152 -0.43994 -1.85029
H 2.35754 -1.37602 -1.85082
H 1.91683 1.50769 -0.87129
H 3.31024 0.53925 -0.50856
H 2.23593 -0.79693 0.82523
H -0.31358 1.76929 0.79986
H -0.57746 1.01503 -0.69570
H -1.78470 -0.58035 1.22469
H -2.30110 0.99102 1.58707
H -3.87211 0.89582 0.13611
H -3.43001 -0.73809 -0.33021
H -2.70323 0.59152 -1.16789

Cartesian forces (eV/Å) of the 2 atoms listed first:
1.296 -0.078 0.899
-0.528 0.904 0.255

The calculation puts the energy at -10416.790 eV. As for the SMILES: CCNC(=O)C[NH2+]C. The charge is +1. Its HOMO-LUMO gap is 10.801 eV. The molecular weight is 117.17 g mol⁻¹.

natural (NBO) atomic charge list, values in e, 2 entries: -0.634 -0.212

=====

No. 5
Computed, not measured: a gas-phase ion, C5H13N2O2 (charge +1) at a distorted geometry, with ωB97M-V with the def2-TZVPD basis set.

Cartesian coordinates (Å):
H -2.36605 1.34654 2.25223
N -1.82303 1.12031 1.32470
C -1.02739 0.23869 1.12325
C -0.51503 -0.04345 -0.30379
C -1.06953 -1.39235 -0.64642
N -1.26304 1.01036 -1.13144
C 1.01098 0.13766 -0.47268
O 1.14532 1.42297 -0.86412
C 1.77780 -0.13283 0.80460
O 3.05967 0.37950 0.52245
H -0.64160 -0.49882 1.84670
H -0.98673 -1.46431 -1.80923
H -2.16798 -1.45158 -0.31977
H -0.61364 -2.23049 -0.25538
H -1.94806 0.46381 -1.71295
H -0.52469 1.54380 -1.62788
H -1.97101 1.49581 -0.50978
H 1.46802 -0.50502 -1.31843
H 2.13850 1.66409 -0.70258
H 1.67996 -1.27306 1.20424
H 1.23974 0.42725 1.53704
H 3.46863 -0.19486 -0.13126

Cartesian forces (eV/Å) of the 2 atoms listed first:
1.962 -1.115 -2.085
-4.482 3.859 2.090

The calculation puts the energy at -12462.734 eV. As for the SMILES: [H]/N=C/[C@@](C)([NH3+])[C@@H](O)CO. The charge is +1. Its HOMO-LUMO gap is 11.480 eV. The molecular weight is 133.17 g mol⁻¹.

natural (NBO) atomic charge list, values in e, 2 entries: 0.424 -0.655

=====

No. 6
Computed, not measured: 2 unconnected molecules or ions with the total composition C5H13N2O2 at a distorted geometry, with ωB97M-V with the def2-TZVPD basis set.

Cartesian coordinates (Å):
N 0.33412 2.29597 -1.16944
C 0.10446 1.06273 -0.31334
C -0.25701 -0.15583 -1.16930
C -1.39819 -1.02996 -0.67708
C -2.52398 -0.53155 -0.22649
C 1.45027 0.92877 0.43315
N 1.56381 -0.11173 1.29857
O 2.32408 1.75244 0.26091
H 1.17400 2.10938 -1.72103
H 0.57232 3.05924 -0.53826
H -0.46734 2.48504 -1.76024
H -0.69449 1.31416 0.38070
H 0.65814 -0.73584 -1.32773
H -0.46821 0.15048 -2.20396
H -1.12803 -2.07246 -0.71551
H -2.70504 0.51946 -0.04637
H -3.32817 -1.17838 0.09900
H 0.86865 -0.85615 1.29581
H 2.35956 -0.17011 1.90164
H 1.10231 -3.23758 1.57443
H 0.12318 -2.83618 2.78719
O 0.33554 -2.76189 1.83735

Cartesian forces (eV/Å) of the 2 atoms listed first:
0.104 -0.872 0.446
0.216 0.032 -0.161

The calculation puts the energy at -12464.560 eV. The charge is +1. Its HOMO-LUMO gap is 10.418 eV. The molecular weight is 133.17 g mol⁻¹.

natural (NBO) atomic charge list, values in e, 2 entries: -0.666 -0.133

=====

No. 7
Computed, not measured: a gas-phase ion, C5H13N2O4 (charge +1) at a distorted geometry, with ωB97M-V with the def2-TZVPD basis set.

Cartesian coordinates (Å):
N -0.31763 -1.96718 -1.01029
C -0.55535 -0.68906 -0.47531
C -1.97252 -0.54259 0.15009
N -2.07615 0.59096 1.11136
C 0.17626 0.40652 -1.02532
O 0.89947 0.21572 -2.23768
O -0.49173 1.65498 -0.96934
C 0.64626 0.01972 0.32794
O 0.25383 0.81697 1.43342
C 2.02404 -0.51083 0.62963
O 2.82518 0.68354 0.72248
H 0.29294 -1.93598 -1.81081
H -0.02488 -2.65928 -0.36239
H -2.05835 -1.48530 0.67749
H -2.78504 -0.38921 -0.53522
H -1.83620 1.38151 0.51996
H -1.41206 0.59545 1.92277
H -3.13893 0.72022 1.40451
H 1.54991 0.94317 -2.24127
H -0.93426 2.03441 -1.72050
H 0.64755 1.71236 1.25866
H 2.57268 -1.28177 0.18933
H 1.90099 -0.88957 1.62571
H 3.81398 0.57526 0.41480

Cartesian forces (eV/Å) of the 2 atoms listed first:
-0.560 0.146 -0.866
0.050 -1.279 1.965

The calculation puts the energy at -16557.202 eV. As for the SMILES: N[C@]1(C[NH3+])C(O)(O)[C@]1(O)CO. The charge is +1. Its HOMO-LUMO gap is 9.635 eV. The molecular weight is 165.17 g mol⁻¹.

natural (NBO) atomic charge list, values in e, 2 entries: -0.812 0.065

=====

No. 8
Computed, not measured: a gas-phase ion, C5H13N2S (charge +1) at a distorted geometry, with ωB97M-V with the def2-TZVPD basis set.

Cartesian coordinates (Å):
C -0.56450 1.84674 0.18938
C 0.74585 1.92704 -0.56531
C 1.06507 -0.84694 -0.04774
C 1.24561 -1.78968 1.09822
C -2.07833 -0.18382 -0.12922
N 0.77440 -1.36692 -1.19776
N -0.78345 0.36677 0.32490
S 1.92816 0.69897 0.15012
H -0.48351 2.41976 1.06460
H -1.30031 2.45920 -0.43913
H 0.51583 1.80100 -1.59026
H 1.37699 2.71711 -0.34867
H 1.43535 -1.22258 1.93510
H 2.06395 -2.45748 0.97082
H 0.23313 -2.35857 1.24242
H -2.51419 0.28674 -1.08661
H -2.04028 -1.25938 -0.23753
H -2.81665 -0.01442 0.61622
H 0.85073 -2.40856 -1.18924
H 0.95752 -0.81118 -2.05558
H -0.61136 0.19621 1.29525

Cartesian forces (eV/Å) of the 2 atoms listed first:
-0.167 -0.130 -2.404
0.170 -2.038 0.857

The calculation puts the energy at -19203.340 eV. The charge is +1. Its HOMO-LUMO gap is 9.692 eV. The molecular weight is 133.24 g mol⁻¹.

natural (NBO) atomic charge list, values in e, 2 entries: -0.254 -0.476

=====

No. 9
Computed, not measured: 3 unconnected molecules or ions with the total composition C5H13N3 at a distorted geometry, with ωB97M-V with the def2-TZVPD basis set.

Cartesian coordinates (Å):
C -2.35366 -0.67137 0.35616
C -1.70126 0.57260 -0.35547
C -0.18631 0.44664 -0.14962
C 0.45036 -0.96706 -0.39501
C 0.58889 -0.06012 0.90203
H -2.16022 -0.86792 1.49603
H -1.96429 -1.57462 -0.06915
H -3.43697 -0.39740 0.24109
H -1.90729 1.70755 0.06221
H -2.27234 0.57185 -1.34520
H 0.36476 2.63622 -0.83391
H 1.53973 1.70681 -0.35474
H -0.11291 -1.76136 -0.32398
H 1.56762 -1.64940 -2.21009
H 2.22026 0.10207 -0.98445
H -0.03644 -0.37101 1.75384
H 2.24461 0.34606 2.07647
H 2.59225 -0.48379 0.84931
N 0.63746 1.47754 -0.87401
N 1.88242 -1.26778 -0.84762
N 2.04334 0.50448 1.00610

Cartesian forces (eV/Å) of the 2 atoms listed first:
-1.044 2.106 2.318
-0.244 1.503 2.252

The calculation puts the energy at -9857.702 eV. Its HOMO-LUMO gap is 9.149 eV. The molecular weight is 115.18 g mol⁻¹.

natural (NBO) atomic charge list, values in e, 2 entries: -0.630 -0.384

=====

No. 10
Computed, not measured: a single C5H13N3 molecule at a distorted geometry, with ωB97M-V with the def2-TZVPD basis set.

Cartesian coordinates (Å):
C 0.91465 2.00057 -1.20482
C -1.69252 -0.30410 -0.18070
C -0.73438 0.32937 1.92458
N -0.51257 0.18332 0.50084
N 1.21207 0.85192 -1.78012
N 0.74844 -1.97491 0.46805
C 1.03896 -0.38081 -1.28657
C 0.73195 -0.56148 0.16430
H 1.39027 0.88645 -2.78002
H 0.06591 -2.46413 -0.09499
H 0.55284 -2.14061 1.44564
H 0.97093 2.90207 -1.78909
H 0.77562 2.10680 -0.15279
H 1.43147 -1.21831 -1.83972
H 1.50250 -0.09169 0.79210
H -2.07890 -1.24302 0.23798
H -2.48065 0.44069 -0.10544
H -1.44742 -0.46005 -1.22662
H -1.59658 0.98644 2.08826
H -0.93979 -0.63515 2.43547
H 0.14722 0.78664 2.38366

Cartesian forces (eV/Å) of the 2 atoms listed first:
0.722 1.162 -0.357
0.211 0.092 0.144

The calculation puts the energy at -9863.567 eV. Its HOMO-LUMO gap is 7.549 eV. The molecular weight is 115.18 g mol⁻¹.

natural (NBO) atomic charge list, values in e, 2 entries: -0.347 -0.426

=====

No. 11
Computed, not measured: a single C5H13N3 molecule at a distorted geometry, with ωB97M-V with the def2-TZVPD basis set.

Cartesian coordinates (Å):
C 1.69070 -0.91992 1.93671
C 1.64890 -0.74694 0.43672
C 0.04583 -0.48986 -0.40042
C -0.05398 -1.14480 -1.72942
C -0.56718 0.43040 0.26138
N -0.43330 1.21828 1.35847
N -2.12538 0.73024 -0.36837
N -2.31973 1.78077 -1.28428
H 0.86731 -1.55404 2.27798
H 2.62717 -1.40210 2.24764
H 1.64975 0.03331 2.46988
H 1.95913 -1.67970 -0.04186
H 2.33873 0.02624 0.09008
H -0.20299 -2.22317 -1.62164
H -0.87498 -0.74136 -2.32898
H 0.86674 -0.98843 -2.30031
H -1.25012 1.82199 1.41382
H 0.44241 1.72521 1.38448
H -2.53073 -0.13204 -0.73490
H -1.82766 1.60828 -2.16508
H -1.95061 2.64764 -0.90191

Cartesian forces (eV/Å) of the 2 atoms listed first:
-0.179 0.076 0.320
-2.179 -0.556 -2.289

The calculation puts the energy at -9862.809 eV. As for the SMILES: CC/C(C)=C(\N)NN. Its HOMO-LUMO gap is 8.797 eV. The molecular weight is 115.18 g mol⁻¹.

natural (NBO) atomic charge list, values in e, 2 entries: -0.624 -0.408

=====

No. 12
Computed, not measured: 2 unconnected molecules or ions with the total composition C5H13N3 at a distorted geometry, with ωB97M-V with the def2-TZVPD basis set.

Cartesian coordinates (Å):
C 0.65260 -1.57425 1.53655
C 0.75448 -0.10805 1.31716
N 0.98836 0.47297 0.18682
C 1.63478 1.75368 0.09177
H -0.34793 -1.82323 1.89303
H 0.80102 -2.13502 0.62025
H 1.36912 -1.89381 2.30095
H 0.64817 0.52589 2.20605
H 2.69983 1.63730 -0.12887
H 1.50285 2.32545 1.01771
H 1.21132 2.31665 -0.74185
C -0.15970 -0.82569 -2.02874
C -0.70943 0.07794 -0.95381
N -1.63800 -0.46195 -0.15501
N -2.49007 0.45022 0.43977
H -0.15160 -1.85706 -1.68464
H 0.87689 -0.55060 -2.23628
H -0.73333 -0.72244 -2.94852
H -0.88908 1.10213 -1.32427
H -2.66522 1.29435 -0.11079
H -3.35505 -0.00449 0.70270

Cartesian forces (eV/Å) of the 2 atoms listed first:
-0.912 0.028 -0.358
1.261 1.855 -0.748

The calculation puts the energy at -9862.851 eV. As for the SMILES: C/C=N/C.C/C=N/N. Its HOMO-LUMO gap is 8.228 eV. The molecular weight is 115.18 g mol⁻¹.

natural (NBO) atomic charge list, values in e, 2 entries: -0.679 0.205

=====

For the records above, the corresponding ΔE to the lowest compared entry with this formula, charge and spin values read 68.51, 191.12, 33.39, 32.42, 53.64, 11.53, 24.84, 35.27, 199.81, 64.55, 82.03, 81.07 kcal/mol.